[1]
A structure of composition C30H39IrN6O4SbSe4Si, computed with ωB97M-V/def2-TZVPD.

Output
Expectation value of S²: 8.816
LUMO energy (alpha / beta) (Eh): -0.05032 / -0.09751
E_HOMO (alpha / beta) (eV): -6.1 / -7.8
Frontier orbital gap (alpha / beta) (eV): 4.735 / 5.101

Geometry as ORCA input:
```
! RIJCOSX wB97M-V def2-TZVPD def2/J DEFGRID3
* xyz 0 6
Ir -0.533 0.174 -0.284
C 1.815 -2.782 -2.424
C 1.294 -2.037 -1.388
N 0.405 -1.068 -1.625
C 0.034 -0.833 -2.917
C 0.581 -1.626 -3.928
N 1.456 -2.583 -3.699
C -0.908 0.254 -3.115
C -1.391 0.746 -4.305
C -2.268 1.844 -4.326
C -2.617 2.433 -3.086
C -2.123 1.925 -1.916
N -1.296 0.840 -1.939
C -2.336 2.425 -0.560
C -3.147 3.509 -0.225
N -3.284 3.949 1.010
C -2.630 3.280 1.962
C -1.832 2.191 1.679
N -1.669 1.763 0.425
C -2.783 2.383 -5.599
C -3.775 3.364 -5.640
C -4.222 3.841 -6.860
N -3.764 3.423 -8.036
C -2.821 2.486 -8.002
C -2.308 1.944 -6.837
H 2.537 -3.564 -2.228
H 1.568 -2.208 -0.355
H 0.289 -1.467 -4.959
H -1.093 0.266 -5.223
H -3.268 3.292 -3.045
H -3.696 4.034 -0.996
H -2.749 3.624 2.981
H -1.301 1.653 2.445
H -4.225 3.756 -4.741
H -4.993 4.601 -6.892
H -2.450 2.147 -8.963
H -1.534 1.195 -6.920
Se -6.337 -1.294 -1.371
Sb -5.425 0.039 0.751
Se -2.468 -1.557 0.273
Se -4.443 -0.163 -1.889
Se -6.585 2.112 0.681
C -0.707 -0.116 4.541
C 0.799 0.136 4.591
C 1.309 -0.035 6.016
C 1.174 1.526 4.080
O 1.436 -0.866 3.812
Si 1.702 -0.970 2.202
O 0.505 -0.344 1.326
O 3.131 -0.217 1.976
C 3.968 0.257 0.934
C 4.589 -0.929 0.197
C 5.062 1.068 1.621
C 3.188 1.147 -0.027
O 1.967 -2.551 1.860
C 1.309 -3.781 2.183
C 0.313 -3.625 3.326
C 0.582 -4.283 0.942
C 2.414 -4.754 2.576
H -1.258 0.677 5.050
H -0.939 -1.064 5.026
H -1.039 -0.191 3.505
H 0.812 0.665 6.689
H 2.384 0.141 6.053
H 1.113 -1.051 6.359
H 0.672 2.297 4.667
H 0.908 1.642 3.031
H 2.252 1.669 4.163
H 4.905 -1.680 0.920
H 5.456 -0.608 -0.382
H 3.875 -1.389 -0.485
H 5.688 0.416 2.230
H 4.608 1.814 2.273
H 5.688 1.574 0.886
H 2.327 0.613 -0.431
H 3.825 1.456 -0.858
H 2.823 2.037 0.488
H -0.532 -3.004 3.020
H 0.787 -3.164 4.189
H -0.066 -4.608 3.609
H -0.157 -3.550 0.614
H 0.061 -5.214 1.165
H 1.288 -4.472 0.130
H 2.906 -4.415 3.488
H 3.160 -4.811 1.783
H 2.003 -5.750 2.746
*
```



[2]
A structure of composition C30H40As2Cl2LiN3O13, computed with ωB97M-V/def2-TZVPD.

Output
LUMO energy (Eh): -0.03215
E_HOMO (eV): -8.4
Frontier orbital gap (eV): 7.543
Energy relative to the best compared isomer or geometry (same formula, charge and spin) (eV): 0.590

Geometry as ORCA input:
```
! RIJCOSX wB97M-V def2-TZVPD def2/J DEFGRID3
* xyz 0 1
Li 1.551 -3.388 0.128
O 4.206 -3.558 2.012
Cl 2.996 -4.276 1.781
O 2.898 -5.436 2.594
O 2.879 -4.623 0.353
O 1.838 -3.381 2.021
C 2.324 0.683 -2.520
O 1.147 1.108 -1.809
C 1.309 1.664 -0.594
O 0.431 2.323 -0.108
C 2.532 1.257 0.187
C 3.525 2.124 0.396
As 5.170 1.993 1.597
C 4.170 2.486 3.206
C 4.816 0.072 1.378
C 3.754 -0.457 2.010
As 2.226 -0.660 0.814
C 0.684 -0.206 1.940
C 3.722 -0.398 3.504
O 4.715 -0.251 4.170
O 2.509 -0.621 4.018
C 2.471 -0.733 5.446
C 5.133 -0.353 -0.029
O 4.549 -1.189 -0.674
O 6.223 0.281 -0.472
C 6.637 -0.077 -1.794
C 3.446 3.437 -0.313
O 3.007 3.607 -1.423
O 3.976 4.413 0.434
C 4.004 5.711 -0.174
H 1.984 0.458 -3.527
H 2.761 -0.207 -2.067
H 3.052 1.492 -2.550
H 4.049 3.567 3.148
H 4.752 2.226 4.087
H 3.187 2.022 3.251
H 0.858 0.648 2.587
H 0.427 -1.083 2.531
H -0.131 0.023 1.251
H 1.423 -0.855 5.701
H 2.881 0.162 5.911
H 3.047 -1.599 5.766
H 7.470 0.580 -2.024
H 5.822 0.069 -2.502
H 6.951 -1.119 -1.820
H 4.622 6.324 0.473
H 2.993 6.112 -0.231
H 4.428 5.652 -1.174
C -3.504 -3.325 -2.794
C -4.282 -2.010 -2.920
C -5.731 -2.265 -2.486
C -4.277 -1.628 -4.408
C -3.632 -0.865 -2.076
O -2.365 -0.513 -2.636
C -4.559 0.366 -2.008
C -3.913 1.682 -1.526
C -4.048 1.955 -0.046
C -5.305 2.096 0.538
C -5.444 2.323 1.897
C -4.308 2.416 2.686
Cl -4.476 2.696 4.395
C -3.046 2.300 2.133
C -2.926 2.071 0.769
C -3.330 -1.242 -0.619
N -2.244 -2.186 -0.396
C -0.972 -2.147 -0.774
N -0.336 -3.221 -0.333
C -1.302 -3.891 0.353
N -2.472 -3.306 0.335
H -3.878 -4.031 -3.537
H -3.629 -3.786 -1.815
H -2.439 -3.180 -2.980
H -6.104 -3.155 -2.995
H -6.393 -1.438 -2.742
H -5.812 -2.451 -1.414
H -4.861 -2.361 -4.965
H -3.267 -1.649 -4.820
H -4.718 -0.650 -4.608
H -2.506 -0.140 -3.512
H -5.400 0.121 -1.356
H -4.989 0.527 -2.998
H -4.393 2.497 -2.070
H -2.856 1.710 -1.797
H -6.195 2.028 -0.078
H -6.421 2.431 2.346
H -2.166 2.394 2.754
H -1.936 2.010 0.331
H -4.201 -1.702 -0.158
H -3.100 -0.335 -0.064
H -0.558 -1.347 -1.364
H -1.126 -4.821 0.867
*
```



[3]
A structure of composition C30H40Cl3N5O6SSi2Ti, computed with ωB97M-V/def2-TZVPD.

Output
Expectation value of S²: 0.754
LUMO energy (alpha / beta) (Eh): 0.09022 / 0.09022
E_HOMO (alpha / beta) (eV): -4.1 / -4.1
Frontier orbital gap (alpha / beta) (eV): 6.562 / 6.563
Energy relative to the best compared isomer or geometry (same formula, charge and spin) (eV): 2.524

Geometry as ORCA input:
```
! RIJCOSX wB97M-V def2-TZVPD def2/J DEFGRID3
* xyz -1 2
Ti -0.289 -0.246 -0.467
C -2.230 -3.135 -3.593
Si -1.638 -1.377 -3.281
C 0.148 -1.302 -3.848
C -2.573 -0.206 -4.431
N -1.806 -0.907 -1.615
C -3.053 -0.542 -1.108
C -4.278 -0.828 -1.712
C -5.484 -0.398 -1.165
C -5.481 0.330 0.010
C -4.271 0.598 0.647
C -3.057 0.155 0.129
N -1.806 0.323 0.760
Si -1.740 0.294 2.498
C 0.014 0.427 3.143
C -2.608 1.787 3.301
C -2.522 -1.276 3.153
H -1.792 -3.795 -2.843
H -1.918 -3.487 -4.581
H -3.315 -3.239 -3.521
H 0.156 -1.488 -4.927
H 0.784 -2.043 -3.368
H 0.601 -0.322 -3.677
H -2.129 -0.245 -5.430
H -2.494 0.823 -4.070
H -3.634 -0.440 -4.526
H -4.296 -1.410 -2.624
H -6.416 -0.636 -1.665
H -6.408 0.686 0.443
H -4.280 1.164 1.568
H 0.479 1.381 2.888
H 0.661 -0.369 2.783
H -0.042 0.371 4.235
H -2.077 2.074 4.213
H -3.643 1.573 3.578
H -2.621 2.655 2.636
H -1.937 -2.133 2.811
H -3.540 -1.386 2.775
H -2.556 -1.291 4.246
O 3.509 -0.198 0.466
Cl 2.792 0.881 -0.136
O 3.370 2.148 0.218
O 1.403 0.868 0.412
O 2.715 0.736 -1.557
Cl 2.483 -4.818 -3.784
C 0.951 -5.621 -3.646
C 0.429 -6.254 -4.759
C -0.789 -6.906 -4.663
C -1.489 -6.890 -3.469
C -0.970 -6.221 -2.373
Cl -1.953 -6.081 -0.957
C 0.282 -5.594 -2.417
N 0.817 -4.900 -1.334
C 1.148 -5.463 -0.105
C 0.932 -6.813 0.169
C 1.219 -7.335 1.420
C 1.737 -6.525 2.417
C 2.001 -5.194 2.126
C 1.735 -4.648 0.879
C 2.175 -3.239 0.569
C 1.094 -2.268 0.145
O 0.310 -1.761 0.986
O 1.022 -1.908 -1.067
H 0.985 -6.237 -5.686
H -1.202 -7.411 -5.526
H -2.461 -7.354 -3.385
H 1.189 -3.982 -1.546
H 0.534 -7.459 -0.601
H 1.031 -8.384 1.610
H 1.951 -6.923 3.400
H 2.438 -4.552 2.882
H 2.922 -3.244 -0.230
H 2.644 -2.810 1.453
C 1.963 3.897 -2.185
N 1.112 3.794 -1.027
C 1.346 4.573 0.182
C 0.443 3.865 1.201
N -0.497 3.168 0.327
C 0.054 2.999 -0.890
S -0.542 1.894 -2.030
H 1.856 4.878 -2.657
H 1.680 3.118 -2.889
H 2.998 3.741 -1.882
H 1.057 5.617 0.021
H 2.399 4.524 0.457
H -0.068 4.559 1.865
H 1.019 3.148 1.789
H -1.090 2.404 0.653
*
```



[4]
A cluster of 5 separate species, C30H40F12O14 in total at a distorted geometry, computed with ωB97M-V/def2-TZVPD.

Output
LUMO energy (Eh): 0.01280
SMILES string: C=CC(=O)OCCCCCC[C@@H]1OC(=O)O[C@H]1CC=O.CCOC(=O)C(F)(F)F.CCOC(=O)C(F)(F)F.CCOC(=O)C(F)(F)F.CCOC(=O)C(F)(F)F
E_HOMO (eV): -7.9
Frontier orbital gap (eV): 8.246

Geometry as ORCA input:
```
! RIJCOSX wB97M-V def2-TZVPD def2/J DEFGRID3
* xyz 0 1
C -1.876 -3.446 -0.008
C -2.846 -2.653 -0.440
C -4.215 -3.281 -0.560
O -4.904 -3.295 0.362
O -4.563 -3.844 -1.721
C -5.450 -3.000 -2.457
C -6.907 -3.031 -1.951
C -7.653 -1.781 -2.424
C -7.767 -0.719 -1.322
C -6.580 -0.781 -0.340
C -6.132 0.605 0.141
C -5.173 1.278 -0.808
O -5.625 1.521 -2.142
C -5.101 0.610 -2.985
O -5.287 0.489 -4.087
O -4.299 -0.197 -2.237
C -3.842 0.577 -1.098
C -2.748 1.471 -1.718
C -1.834 0.723 -2.681
O -0.908 1.267 -3.110
H -2.097 -4.065 0.855
H -0.912 -3.560 -0.481
H -2.730 -1.594 -0.651
H -5.125 -1.955 -2.418
H -5.469 -3.288 -3.500
H -6.979 -3.201 -0.882
H -7.374 -3.898 -2.422
H -8.663 -2.081 -2.695
H -7.223 -1.362 -3.335
H -7.812 0.284 -1.743
H -8.712 -0.856 -0.802
H -6.928 -1.298 0.549
H -5.706 -1.269 -0.756
H -5.614 0.511 1.097
H -6.976 1.262 0.341
H -4.957 2.282 -0.436
H -3.492 -0.038 -0.300
H -3.182 2.293 -2.284
H -2.097 1.863 -0.951
H -2.026 -0.302 -3.028
C 2.851 0.676 1.198
C 1.905 0.747 2.376
O 0.534 0.585 1.952
C 0.139 -0.654 1.714
O 0.806 -1.637 1.810
C -1.342 -0.657 1.318
F -1.619 0.295 0.400
F -2.130 -0.423 2.378
F -1.719 -1.825 0.792
H 2.569 1.404 0.436
H 3.870 0.876 1.518
H 2.825 -0.307 0.728
H 1.964 1.727 2.839
H 2.156 0.012 3.139
C 0.744 5.741 6.879
C 1.943 6.132 6.042
O 2.919 5.073 6.001
C 2.667 4.081 5.162
O 1.716 3.990 4.449
C 3.809 3.060 5.202
F 4.164 2.751 6.455
F 4.902 3.536 4.587
F 3.463 1.925 4.590
H 1.060 5.437 7.878
H 0.052 6.577 6.966
H 0.212 4.898 6.439
H 2.445 6.986 6.490
H 1.653 6.417 5.031
C 5.439 3.436 -3.926
C 6.808 2.948 -3.502
O 6.841 2.644 -2.094
C 6.324 1.478 -1.739
O 5.840 0.674 -2.473
C 6.469 1.282 -0.226
F 6.099 2.373 0.461
F 7.740 1.018 0.107
F 5.718 0.265 0.204
H 5.132 4.287 -3.317
H 5.449 3.736 -4.973
H 4.685 2.660 -3.798
H 7.546 3.732 -3.658
H 7.124 2.082 -4.083
C 3.263 -3.429 -0.089
C 4.463 -3.068 -0.940
O 5.384 -4.172 -1.040
C 5.064 -5.120 -1.908
O 4.095 -5.138 -2.600
C 6.157 -6.196 -1.927
F 6.518 -6.560 -0.688
F 7.257 -5.744 -2.551
F 5.751 -7.292 -2.566
H 3.583 -3.784 0.892
H 2.615 -2.564 0.045
H 2.681 -4.228 -0.545
H 5.017 -2.255 -0.475
H 4.167 -2.731 -1.933
*
```



[5]
A structure of composition C30H40N5O7ReS2, computed with ωB97M-V/def2-TZVPD.

Output
Expectation value of S²: 3.783
LUMO energy (alpha / beta) (Eh): -0.30597 / -0.36593
E_HOMO (alpha / beta) (eV): -16.4 / -16.6
Frontier orbital gap (alpha / beta) (eV): 8.124 / 6.623
Energy relative to the best compared isomer or geometry (same formula, charge and spin) (eV): 0.000

Geometry as ORCA input:
```
! RIJCOSX wB97M-V def2-TZVPD def2/J DEFGRID3
* xyz 3 4
Re 0.403 0.799 -0.994
S -2.790 -1.016 -3.549
C -1.445 -2.121 -3.638
C -1.338 -3.294 -4.380
C -0.165 -4.013 -4.273
C 0.880 -3.580 -3.446
C 0.776 -2.416 -2.711
C -0.404 -1.683 -2.818
N -0.710 -0.487 -2.167
C -1.931 -0.043 -2.461
C -2.374 1.152 -1.759
C -3.621 1.744 -1.870
C -3.925 2.834 -1.060
C -3.000 3.315 -0.141
C -1.738 2.736 -0.031
C -1.416 1.655 -0.847
H -2.145 -3.633 -5.016
H -0.052 -4.930 -4.835
H 1.782 -4.174 -3.381
H 1.584 -2.090 -2.064
H -4.359 1.365 -2.568
H -4.897 3.301 -1.136
H -3.261 4.150 0.495
H -1.021 3.132 0.678
O 2.854 0.681 -0.902
C 2.747 1.729 -0.229
O 1.587 2.190 0.047
C 3.957 2.461 0.318
N 5.210 1.760 -0.167
C 6.040 1.378 1.053
C 4.995 1.239 2.143
C 4.042 2.403 1.859
H 3.940 3.483 -0.056
H 5.748 2.337 -0.814
H 4.912 0.921 -0.679
H 6.725 2.201 1.243
H 6.606 0.479 0.825
H 5.443 1.304 3.132
H 4.493 0.271 2.078
H 4.457 3.339 2.231
H 3.056 2.283 2.305
C -5.458 -2.087 5.759
C -3.940 -2.230 5.799
S -3.319 -2.393 4.150
O -3.765 -3.627 3.560
O -3.533 -1.163 3.412
C -1.536 -2.519 4.326
C -0.973 -2.967 2.974
N -0.234 -1.911 2.245
C -0.677 -1.258 1.165
N 0.295 -0.433 0.698
C 1.380 -0.583 1.537
C 1.057 -1.487 2.476
N 1.907 -1.883 3.576
O 1.434 -2.597 4.425
O 3.039 -1.447 3.533
C -2.029 -1.416 0.587
H -5.825 -1.998 6.779
H -5.919 -2.961 5.304
H -5.753 -1.196 5.208
H -3.626 -3.130 6.330
H -3.450 -1.357 6.232
H -1.285 -3.232 5.109
H -1.179 -1.531 4.613
H -1.768 -3.301 2.310
H -0.293 -3.803 3.103
H 2.308 -0.060 1.433
H -2.033 -2.210 -0.166
H -2.334 -0.480 0.131
H -2.755 -1.645 1.365
C -0.638 3.678 -3.506
C 0.741 3.287 -3.033
O 0.843 1.833 -2.755
C 1.543 1.046 -3.788
C 0.724 0.935 -5.047
H -0.604 4.721 -3.826
H -1.390 3.595 -2.725
H -0.936 3.077 -4.364
H 1.035 3.791 -2.115
H 1.483 3.488 -3.804
H 1.732 0.068 -3.340
H 2.507 1.528 -3.954
H -0.228 0.439 -4.857
H 1.276 0.344 -5.779
H 0.533 1.912 -5.491
*
```